Version A
{"formula": "CH3BrO", "method": "wB97M-V/def2-TZVPD", "species": ["Br", "C", "H", "H", "H", "O"], "coordinates": [[1.978, -0.223, 0.105], [0.269, 0.200, -0.622], [-1.343, -1.770, -0.049], [-0.675, -0.994, -0.213], [0.059, 1.710, 0.690], [-0.289, 1.077, 0.089]], "multiplicity": 1, "lumo_ha": -0.020, "molar_mass_g_mol": 110.9}

Version B
{"formula": "CH3BrO", "method": "wB97M-V/def2-TZVPD", "species": ["H", "O", "C", "H", "H", "Br"], "coordinates": [[0.546, -0.022, 1.455], [0.995, 0.151, 0.614], [0.038, 0.018, -0.355], [0.312, 0.691, -1.078], [-1.635, 0.863, 0.314], [-0.257, -1.702, -0.949]], "multiplicity": 1, "lumo_ha": [-0.017, -0.017], "molar_mass_g_mol": 110.9}

Version C
{"formula": "CH3BrO", "method": "wB97M-V/def2-TZVPD", "species": ["H", "Br", "H", "C", "O", "H"], "coordinates": [[-1.382, -0.660, 0.283], [2.384, 0.187, 0.034], [-0.367, 0.906, 0.674], [-0.500, 0.029, 0.095], [0.672, -0.766, -0.171], [-0.807, 0.305, -0.915]], "multiplicity": 1, "lumo_ha": -0.042, "smiles": "COBr", "molar_mass_g_mol": 110.9}

Name the most stable of them. version C.